{"formula": "C10H16FN2O5PS", "method": "the ωB97M-V functional and the def2-TZVPD basis", "multiplicity": 2, "energy_ha": -1715.4811, "total_charge": -3, "e_lumo_ev": [6.23, 5.84], "homo_ev": [3.640, 1.886], "orbital_gap_ev": [2.5888, 3.9500], "species": ["C", "C", "C", "C", "C", "F", "N", "C", "S", "C", "C", "C", "C", "N", "O", "H", "H", "H", "H", "H", "H", "H", "H", "H", "H", "H", "H", "H", "H", "H", "H", "O", "P", "O", "O", "O"], "coordinates": [[1.049825, -2.412595, 0.598986], [1.435121, -1.205870, -0.400311], [2.361429, -1.879316, -1.536043], [0.057559, -0.755460, -1.087605], [-0.560596, 0.578967, -0.480779], [-1.662628, 1.039135, -1.312123], [-1.113142, 0.419462, 0.896184], [-2.401532, 0.548819, 0.824092], [-4.003073, 0.869445, 0.929793], [0.576830, 1.695482, -0.584303], [2.054813, 1.171296, -0.229967], [2.970555, 1.361242, -1.514545], [2.631973, 2.195777, 0.872695], [2.122088, -0.163842, 0.397060], [1.722897, -0.138312, 1.702466], [0.094196, -2.100446, 1.104723], [0.802612, -3.343900, -0.020396], [1.886384, -2.671357, 1.306286], [2.053423, -1.496384, -2.555285], [3.412255, -1.492765, -1.345256], [2.377465, -3.006036, -1.456894], [-0.702360, -1.583903, -0.913835], [0.138194, -0.616620, -2.206056], [0.314503, 2.551053, 0.099896], [0.598272, 1.994569, -1.686132], [2.541155, 0.862921, -2.437431], [4.044339, 1.027191, -1.332419], [3.002521, 2.477458, -1.759140], [2.751444, 3.188046, 0.314034], [1.876247, 2.382543, 1.696471], [3.611486, 1.839800, 1.313507], [-6.192216, -0.660478, 3.317284], [-7.219396, -0.668856, 2.162076], [-6.548810, -1.294999, 0.918395], [-7.629150, 0.782648, 1.839818], [-8.454674, -1.494703, 2.564759]], "forces_ev_per_a": [[-0.5, 0.2, -0.7], [-0.8, -3.3, -0.5], [0.7, 1.4, 0.7], [-1.1, 0.4, 0.4], [1.1, 0.3, -0.2], [1.7, -0.6, 0.1], [-3.4, 0.2, -2.2], [-0.5, 1.0, 1.6], [3.9, -1.4, -0.1], [-0.5, -0.9, -0.2], [1.0, 2.7, 0.6], [0.0, 0.0, 0.1], [-0.5, 0.5, -0.7], [-2.5, 0.4, 1.6], [1.3, -0.2, -2.9], [1.2, -0.5, 0.0], [0.4, 1.4, 0.7], [-1.0, 0.4, -0.6], [0.5, -0.7, 1.1], [-1.1, -0.6, -0.5], [-0.2, 1.3, -0.2], [0.9, 1.0, -0.3], [0.2, 0.0, 1.3], [0.2, -0.8, -0.9], [-0.2, -0.1, 1.6], [0.6, 0.3, 1.0], [-1.3, 0.3, -0.3], [-0.1, -1.5, 0.4], [0.1, -1.3, 0.9], [1.0, -0.5, -0.9], [-1.1, 0.4, -0.6], [0.9, 0.2, -0.2], [-2.6, -0.6, 0.5], [0.9, 0.1, -0.2], [0.6, 0.4, -0.2], [0.2, 0.0, 0.0]]}

=====

{"formula": "C2H8NO2", "method": "the ωB97M-V functional and the def2-TZVPD basis", "energy_ha": -286.2259, "total_charge": -1, "e_lumo_ev": 4.43, "homo_ev": -3.453, "orbital_gap_ev": 7.8867, "species": ["C", "O", "H", "H", "H", "N", "C", "O", "H", "H", "H", "H", "H"], "coordinates": [[2.381717, -0.181590, 0.576071], [1.938805, 0.465222, -0.651366], [3.119663, 0.478740, 1.058209], [1.552906, -0.358105, 1.272884], [2.896308, -1.142796, 0.353598], [-2.760192, -0.109235, -0.098670], [-1.329227, 0.075436, -0.675894], [-0.460161, 0.818475, 0.076568], [-2.687450, -0.883712, 0.605021], [-2.966065, 0.676626, 0.470825], [-1.031246, -0.989245, -0.897853], [-1.586739, 0.557005, -1.647290], [0.931685, 0.593176, -0.442102]], "forces_ev_per_a": [[0.3, 0.6, -1.3], [0.1, -1.1, 1.6], [-0.1, -0.2, 0.1], [0.0, 0.1, -0.2], [-0.3, 0.3, 0.1], [1.2, -2.1, 0.3], [-0.8, 0.6, 0.4], [-0.9, -1.1, -0.6], [-0.1, 0.9, -0.8], [0.0, 1.1, 0.5], [0.1, 0.6, 0.1], [0.4, -0.1, 0.0], [0.0, 0.4, -0.2]]}

=====

{"formula": "C19H55N3O18PS7", "method": "the ωB97M-V functional and the def2-TZVPD basis", "energy_ha": -5403.8276, "total_charge": 1, "e_lumo_ev": -2.98, "homo_ev": -11.425, "orbital_gap_ev": 8.4446, "species": ["N", "C", "N", "N", "P", "S", "H", "H", "H", "H", "H", "H", "H", "O", "S", "O", "O", "C", "C", "C", "H", "H", "H", "H", "H", "H", "H", "H", "O", "S", "O", "O", "C", "C", "C", "H", "H", "H", "H", "H", "H", "H", "H", "O", "S", "O", "O", "C", "C", "C", "H", "H", "H", "H", "H", "H", "H", "H", "O", "S", "O", "O", "C", "C", "C", "H", "H", "H", "H", "H", "H", "H", "H", "O", "S", "O", "O", "C", "C", "C", "H", "H", "H", "H", "H", "H", "H", "H", "O", "S", "O", "O", "C", "C", "C", "H", "H", "H", "H", "H", "H", "H", "H"], "coordinates": [[3.055686, 1.833979, -1.845724], [2.591187, 0.653646, -2.171019], [1.249571, 0.523563, -2.425727], [3.414012, -0.424383, -2.226748], [2.990051, -1.720522, -1.121308], [3.070924, -1.135057, 0.693311], [4.009822, 2.088323, -2.141979], [2.400312, 2.606601, -2.009585], [0.865488, 0.858361, -3.291220], [0.625868, 0.105846, -1.755748], [4.340213, -0.139898, -1.898450], [1.716840, -2.059421, -1.562953], [3.877588, -2.724248, -1.485728], [6.959840, 2.519700, -5.244046], [6.061132, 3.131584, -4.321710], [5.472746, 2.319932, -3.276863], [4.912902, 3.836067, -5.129226], [4.174481, 3.037111, -6.098437], [3.252245, 2.007538, -5.489372], [6.800834, 4.559325, -3.614090], [4.887519, 2.577072, -6.782240], [3.606555, 3.771274, -6.662866], [3.816340, 1.242699, -4.952743], [2.686913, 1.520362, -6.284354], [2.563521, 2.472647, -4.791799], [7.217360, 5.165046, -4.412884], [7.586380, 4.206967, -2.949101], [6.051266, 5.102462, -3.044701], [5.785275, 4.154348, -0.156648], [4.796828, 4.164373, 0.881683], [3.562612, 4.877369, 0.739408], [5.472655, 4.512540, 2.246833], [6.187992, 5.779250, 2.374150], [5.275924, 6.983261, 2.421031], [4.344174, 2.499102, 1.092966], [6.917257, 5.852440, 1.567352], [6.739188, 5.677469, 3.304394], [4.736879, 7.117249, 1.484805], [5.871672, 7.877049, 2.602357], [4.537952, 6.877220, 3.215067], [5.216335, 1.856908, 1.162403], [3.809538, 2.444498, 0.133807], [3.684442, 2.350235, 1.942723], [-0.142227, -5.901192, 1.255305], [-1.287577, -5.090241, 1.534611], [-1.557398, -3.964377, 0.687442], [-1.236580, -4.627989, 3.041814], [-0.039238, -3.934900, 3.493502], [0.078476, -2.543828, 2.919190], [-2.729872, -6.080962, 1.655374], [0.833408, -4.544392, 3.257326], [-0.129377, -3.904911, 4.575898], [0.201569, -2.581143, 1.838525], [0.943543, -2.033163, 3.341864], [-0.810916, -1.954834, 3.132508], [-2.526979, -6.922568, 2.310802], [-2.953025, -6.424445, 0.647590], [-3.542490, -5.466848, 2.033322], [-1.481988, -0.313362, 3.015173], [-2.671885, -0.015116, 2.273890], [-3.918544, 0.096574, 2.960476], [-2.802149, -1.049905, 1.083703], [-2.824511, -2.471883, 1.395794], [-4.106257, -2.931085, 2.052535], [-2.426843, 1.409408, 1.277050], [-1.954509, -2.714906, 2.003119], [-2.689810, -2.957753, 0.432392], [-4.238598, -2.478939, 3.033258], [-4.092587, -4.012658, 2.182695], [-4.970559, -2.658589, 1.447630], [-1.486552, 1.316565, 0.741953], [-2.396174, 2.265437, 1.947591], [-3.265346, 1.501258, 0.592757], [-6.914793, -6.916983, 5.231921], [-6.762883, -6.654492, 3.835163], [-6.260739, -5.382158, 3.412462], [-8.124487, -6.963557, 3.101457], [-9.319745, -6.278355, 3.566465], [-9.352904, -4.808778, 3.210000], [-5.817200, -7.928916, 3.081400], [-9.419593, -6.434934, 4.640611], [-10.134749, -6.808811, 3.081130], [-8.561283, -4.256063, 3.711653], [-10.310352, -4.386632, 3.514350], [-9.224232, -4.669957, 2.136875], [-6.211471, -8.892990, 3.387734], [-4.796961, -7.801939, 3.437073], [-5.860422, -7.805539, 2.002985], [1.364451, 3.218879, -2.935207], [0.279317, 3.751496, -2.141788], [-0.336112, 2.845801, -1.221154], [-0.801147, 4.369963, -3.091633], [-1.381033, 3.542350, -4.142571], [-2.332541, 2.485865, -3.626869], [0.793042, 5.240761, -1.381053], [-0.573708, 3.108718, -4.733963], [-1.904922, 4.251443, -4.776872], [-1.821251, 1.747572, -3.011690], [-2.789057, 1.970547, -4.471251], [-3.114775, 2.937040, -3.018137], [1.254629, 5.875775, -2.131415], [1.521394, 4.944751, -0.631565], [-0.057797, 5.730002, -0.916221]], "forces_ev_per_a": [[1.1, -0.4, -1.2], [-0.4, 0.6, 0.2], [0.0, -0.9, 0.3], [0.4, -0.2, 0.7], [-0.3, 0.4, 0.5], [0.0, 0.0, 0.2], [0.2, -0.3, 0.5], [0.1, -0.4, 0.1], [0.1, 0.4, 0.2], [0.0, -0.2, -0.1], [0.2, 0.0, -0.3], [0.0, -0.3, -0.4], [0.0, -0.1, -0.4], [0.0, -0.3, 0.1], [0.3, 0.2, 0.0], [0.1, 0.0, 0.0], [-0.5, 0.0, 0.1], [0.0, 0.0, -0.5], [0.2, -0.2, 0.3], [-0.1, 0.0, 0.1], [0.1, 0.0, 0.1], [0.0, 0.1, 0.1], [0.0, 0.0, -0.1], [0.0, 0.0, 0.0], [-0.1, 0.1, 0.0], [0.0, 0.0, -0.1], [0.0, 0.0, 0.0], [0.0, 0.0, 0.0], [0.0, 0.8, -0.4], [0.3, -0.9, 0.5], [-0.1, 0.6, -0.4], [0.0, 0.2, 0.2], [0.3, 0.3, 0.0], [-0.2, -0.1, -0.1], [-0.2, 0.1, 0.0], [-0.1, -0.1, -0.1], [-0.1, -0.2, 0.0], [0.0, 0.0, 0.0], [0.0, 0.0, 0.1], [0.0, 0.0, 0.1], [0.0, 0.0, -0.2], [0.1, -0.9, 0.6], [-0.1, 0.1, -0.1], [0.1, -0.1, 0.0], [0.6, -1.1, 0.1], [3.5, -4.5, -1.3], [-0.2, 0.1, -0.1], [0.7, 0.1, 0.2], [0.0, -0.4, 0.1], [-0.1, -0.1, -0.1], [-0.1, -0.2, -0.1], [-0.2, -0.1, 0.0], [0.1, 0.0, -0.1], [0.0, -0.1, 0.1], [0.7, -0.4, 0.2], [0.1, 0.0, 0.0], [0.0, 0.0, 0.0], [0.1, -0.4, 0.0], [-0.3, 0.9, 0.2], [-0.5, -0.2, -0.8], [0.0, 0.1, 0.2], [-0.2, 0.9, 0.3], [-1.7, 1.4, 0.4], [-0.2, 0.4, 0.2], [0.1, 0.2, 0.0], [-0.9, 1.1, -0.1], [-1.4, 1.9, 0.3], [0.0, -0.1, 0.1], [-0.2, 0.5, 0.0], [0.0, -0.1, 0.0], [0.0, 0.0, 0.0], [0.0, 0.0, 0.0], [0.0, 0.0, 0.0], [0.0, 0.1, 0.1], [-0.1, -0.2, 0.1], [0.2, 0.1, -0.1], [-0.1, 0.1, -0.2], [-0.3, 0.1, 0.2], [0.3, 0.0, 0.0], [0.1, 0.0, 0.0], [0.1, 0.0, 0.0], [0.1, -0.1, -0.1], [0.0, 0.0, 0.0], [0.0, 0.0, 0.0], [-0.1, 0.0, 0.0], [0.0, 0.0, 0.0], [0.0, 0.0, 0.0], [0.0, 0.0, 0.0], [-0.6, 1.0, -0.9], [-1.3, 0.8, 0.2], [0.3, 0.1, 0.1], [0.0, -0.1, -0.2], [-0.2, -0.2, -0.3], [0.1, 0.0, 0.2], [0.1, -0.2, 0.1], [0.1, 0.0, 0.1], [0.0, 0.1, 0.1], [0.0, 0.0, 0.0], [0.0, 0.1, 0.0], [0.0, 0.0, 0.0], [0.0, 0.0, -0.1], [0.2, 0.1, 0.2], [-0.1, -0.1, 0.0]]}

=====

{"formula": "C14H16", "method": "the ωB97M-V functional and the def2-TZVPD basis", "energy_ha": -542.9893, "smiles": "Cc1ccccc1.Cc1ccccc1", "e_lumo_ev": 0.93, "homo_ev": -8.753, "orbital_gap_ev": 9.6846, "species": ["C", "C", "C", "C", "C", "C", "C", "H", "H", "H", "H", "H", "H", "H", "H", "C", "C", "C", "C", "C", "C", "C", "H", "H", "H", "H", "H", "H", "H", "H"], "coordinates": [[-1.213794, -2.636440, 0.465305], [-0.397843, -1.767144, 1.513229], [-1.010803, -0.635646, 2.057186], [-0.354255, -0.109753, 3.244345], [0.920165, -0.505058, 3.570587], [1.631755, -1.331868, 2.757403], [0.905315, -2.074022, 1.798784], [-2.022435, -2.150136, 0.035927], [-1.225296, -3.674596, 0.839305], [-0.644225, -2.870596, -0.361652], [-1.930311, -0.225092, 1.690867], [-1.023981, 0.565449, 3.785649], [1.389217, -0.049646, 4.368832], [2.580133, -1.668951, 2.895920], [1.358749, -2.939024, 1.364112], [-1.566585, 0.318871, -2.813139], [-0.315651, 0.970954, -2.330142], [0.294728, 1.924830, -3.137942], [1.067876, 2.863087, -2.525088], [1.600050, 2.662047, -1.182972], [1.178636, 1.555370, -0.456299], [0.132012, 0.785047, -1.033024], [-2.383680, 0.935882, -2.737027], [-1.900150, -0.568962, -2.270411], [-1.430104, -0.019789, -3.868189], [-0.101200, 1.914576, -4.187404], [1.477115, 3.700689, -2.987352], [2.270059, 3.348344, -0.784692], [1.240517, 1.549784, 0.608610], [-0.526016, 0.131791, -0.320727]], "forces_ev_per_a": [[2.8, -0.3, 2.8], [-2.3, -0.2, -2.5], [2.4, -0.5, 2.6], [-2.8, -0.2, -2.5], [-0.5, 0.9, -0.6], [-3.2, -1.8, -1.7], [0.7, 0.6, 1.1], [-2.2, 0.5, 0.1], [-1.4, 0.5, 0.4], [2.0, 0.2, -2.1], [-0.5, -0.1, 0.1], [1.0, 0.1, 0.3], [0.9, 0.8, 1.8], [2.8, -0.3, 0.8], [0.3, -0.3, -0.5], [1.5, -2.6, -1.1], [0.1, -0.7, 1.1], [-1.5, -0.1, -0.8], [2.2, -1.0, 2.3], [-2.1, -1.7, -2.2], [-2.1, 0.8, -1.2], [-1.1, -0.7, 1.7], [-1.8, 1.9, -0.2], [0.6, -0.1, 0.2], [-0.3, 0.4, 0.6], [0.8, 0.7, 0.9], [0.4, 1.3, -1.2], [1.0, 1.2, 0.6], [0.8, -0.5, 0.6], [1.6, 1.0, -1.5]]}